No. 1
Here is 13 unconnected molecules or ions with the total composition C26H78O13S5 at a distorted geometry from OMol25. Energies are from ωB97M-V/def2-TZVPD.

spin multiplicity = 1
strongest force on any atom = 14.596 eV/A
HOMO-LUMO gap = 8.37 eV
LUMO level = 0.11 eV
E = -108997.3575 eV
relative energy (zero: lowest compared OMol25 entry of this formula, charge and spin) = 266.19 kJ/mol
HOMO level = -0.304 Ha

Structure (XYZ):
```
122
C26H78O13S5 ωB97M-V/def2-TZVPD
C -43.95 -39.43 51.37
C -42.67 -40.00 51.46
O -42.47 -40.39 52.91
H -44.63 -40.18 51.69
H -44.12 -38.92 50.43
H -44.22 -38.49 51.79
H -41.69 -39.24 51.17
H -42.50 -41.08 50.92
H -41.63 -40.71 53.15
C -50.65 -36.81 50.75
C -50.09 -38.21 50.51
O -50.69 -38.72 49.41
H -50.24 -36.54 51.76
H -51.79 -36.80 50.88
H -50.21 -35.86 49.99
H -50.19 -38.96 51.31
H -49.09 -38.29 50.23
H -50.24 -38.51 48.70
C -42.19 -36.62 52.17
C -41.85 -35.25 51.70
O -41.79 -34.39 52.81
H -41.49 -36.83 53.00
H -41.76 -37.20 51.42
H -43.34 -36.62 52.16
H -42.77 -34.82 51.02
H -41.01 -35.10 51.14
H -41.14 -34.83 53.51
C -42.44 -30.44 55.03
C -42.15 -31.90 55.16
O -42.06 -32.33 56.46
H -41.86 -29.77 55.69
H -43.56 -30.29 55.11
H -42.00 -30.02 54.02
H -41.24 -32.19 54.34
H -42.86 -32.62 54.47
H -42.34 -33.23 56.58
C -50.35 -31.33 55.44
C -49.20 -32.21 55.72
O -48.94 -32.18 57.15
H -50.38 -31.19 54.59
H -50.25 -30.23 56.00
H -51.26 -31.78 55.55
H -48.43 -32.14 55.11
H -49.57 -33.14 55.58
H -48.46 -32.94 57.43
C -46.75 -30.94 53.07
C -45.59 -30.82 52.11
O -45.28 -29.44 52.01
H -47.17 -31.92 53.07
H -47.54 -30.20 52.94
H -46.49 -30.92 54.14
H -45.75 -31.26 51.05
H -44.80 -31.39 52.44
H -44.65 -29.25 51.30
C -47.95 -40.85 52.74
C -47.21 -39.81 53.34
O -46.65 -39.00 52.31
H -47.38 -41.50 52.25
H -48.85 -40.67 52.04
H -48.17 -41.46 53.45
H -46.25 -40.07 53.85
H -47.62 -39.11 53.96
H -46.05 -38.41 52.60
C -43.86 -33.70 48.27
C -44.88 -33.16 49.29
O -45.30 -34.21 50.12
H -43.11 -34.24 48.71
H -43.22 -33.12 47.67
H -44.37 -34.43 47.53
H -45.61 -32.71 48.76
H -44.37 -32.72 50.02
H -46.18 -34.22 50.07
C -44.67 -34.21 59.01
S -45.40 -33.20 57.77
O -46.84 -33.67 57.63
C -45.56 -31.74 58.79
H -44.91 -35.31 58.95
H -44.94 -33.87 60.00
H -43.70 -33.82 58.88
H -46.04 -31.06 58.00
H -44.44 -31.28 59.21
H -45.92 -31.75 59.82
C -46.34 -34.50 54.48
S -46.04 -35.49 52.98
O -45.64 -36.91 53.53
C -47.65 -35.80 52.39
H -46.90 -35.03 55.11
H -47.04 -33.57 54.20
H -45.33 -34.14 54.65
H -48.33 -34.87 52.25
H -48.15 -36.45 53.04
H -47.56 -36.33 51.59
C -47.01 -36.23 47.91
S -46.32 -37.88 47.45
O -45.73 -37.67 46.05
C -45.13 -38.08 48.71
H -47.80 -35.77 47.31
H -46.32 -35.45 47.58
H -47.48 -36.09 48.93
H -44.35 -37.41 48.87
H -44.71 -39.06 48.47
H -45.68 -38.24 49.74
C -44.75 -36.50 55.65
S -43.28 -35.66 55.10
O -43.38 -34.22 55.63
C -42.07 -36.49 56.05
H -44.90 -36.22 56.70
H -44.75 -37.53 55.44
H -45.41 -35.97 55.03
H -41.11 -36.00 55.87
H -42.15 -37.61 55.82
H -42.40 -36.42 57.11
C -49.78 -31.43 51.10
S -48.74 -31.93 49.81
O -47.90 -33.09 50.43
C -50.01 -32.78 48.93
H -50.15 -32.37 51.58
H -50.79 -31.16 50.87
H -49.36 -30.72 51.81
H -49.55 -33.14 48.18
H -50.68 -32.18 48.55
H -50.44 -33.42 49.49
```



No. 2
Here is 13 unconnected molecules or ions with the total composition C26H78O22 at a distorted geometry from OMol25. Energies are from ωB97M-V/def2-TZVPD.

spin multiplicity = 1
strongest force on any atom = 6.924 eV/A
HOMO-LUMO gap = 9.77 eV
LUMO level = -0.03 eV
E = -73259.1297 eV
relative energy (zero: lowest compared OMol25 entry of this formula, charge and spin) = 767.85 kJ/mol
HOMO level = -0.360 Ha

Structure (XYZ):
```
126
C26H78O22 ωB97M-V/def2-TZVPD
C 3.53 7.69 -3.50
C 2.31 7.32 -2.72
O 2.52 6.09 -1.96
H 3.55 8.70 -3.90
H 3.75 7.17 -4.43
H 4.42 7.57 -2.88
H 1.49 7.02 -3.36
H 2.17 8.19 -2.07
H 1.75 5.84 -1.45
C 0.48 -0.90 -0.44
C -0.48 0.33 -0.33
O 0.02 0.97 0.82
H 1.55 -0.75 -0.59
H 0.27 -1.72 -1.12
H 0.55 -1.31 0.57
H -1.50 0.01 -0.10
H -0.54 0.96 -1.21
H -0.70 0.88 1.44
C -3.00 -6.03 5.84
C -1.89 -5.05 5.97
O -1.93 -4.46 4.68
H -3.07 -6.80 6.61
H -2.72 -6.57 4.94
H -3.93 -5.47 5.82
H -0.98 -5.63 6.13
H -1.93 -4.35 6.81
H -1.29 -3.75 4.65
C 0.21 1.00 -8.32
C -0.75 2.12 -8.31
O -0.76 2.71 -7.08
H 0.11 0.21 -7.57
H 1.21 1.38 -8.13
H 0.07 0.48 -9.27
H -1.59 1.52 -8.65
H -0.60 2.88 -9.09
H 0.09 3.05 -6.78
C 6.23 1.74 -4.32
C 6.86 0.39 -4.58
O 6.62 -0.17 -5.76
O 4.92 1.55 -3.98
H 6.31 2.54 -5.06
H 6.69 2.13 -3.41
H 6.36 -0.30 -3.90
H 7.91 0.28 -4.27
H 5.79 -0.65 -5.78
H 4.69 2.35 -3.50
C 1.20 -0.07 8.31
C 0.81 -0.57 9.76
O 1.95 -0.91 10.57
O 2.08 -1.04 7.60
H 1.80 0.83 8.28
H 0.29 0.38 7.91
H 0.02 -1.33 9.69
H 0.28 0.17 10.36
H 2.41 -1.63 10.15
H 2.64 -0.47 7.06
C -5.26 2.81 3.66
C -6.48 3.40 4.45
O -7.45 2.45 4.69
O -4.31 2.00 4.36
H -4.72 3.52 3.03
H -5.77 2.16 2.94
H -6.96 4.21 3.91
H -6.27 3.89 5.40
H -8.20 3.02 4.88
H -4.81 1.47 4.98
C 7.24 3.52 3.52
C 6.79 2.06 3.52
O 5.40 1.91 3.39
O 6.87 4.24 2.33
H 8.21 3.93 3.79
H 6.56 3.78 4.33
H 7.19 1.50 4.37
H 7.26 1.63 2.63
H 5.16 2.33 2.56
H 6.58 5.12 2.56
C -5.28 -4.27 -3.90
C -5.55 -5.74 -4.38
O -5.86 -6.66 -3.31
O -6.48 -3.50 -3.48
H -4.95 -3.72 -4.78
H -4.45 -4.23 -3.19
H -4.67 -6.09 -4.92
H -6.29 -5.84 -5.17
H -5.26 -6.52 -2.57
H -7.01 -4.02 -2.87
C -6.78 4.19 -3.29
C -7.38 2.89 -3.10
O -7.22 2.22 -4.35
O -5.38 4.07 -3.10
H -7.15 4.95 -2.61
H -7.03 4.67 -4.24
H -8.47 2.86 -3.03
H -6.94 2.44 -2.21
H -7.34 1.28 -4.17
H -4.89 3.86 -3.91
C 0.66 6.30 5.47
C 0.75 7.09 4.16
O 0.02 8.30 4.04
O -0.57 5.88 6.05
H 1.10 6.92 6.25
H 1.22 5.36 5.43
H 0.58 6.43 3.31
H 1.78 7.46 4.14
H 0.40 9.06 4.50
H -0.96 5.28 5.41
C -0.94 -9.35 -0.14
C -0.86 -7.85 -0.26
O -2.15 -7.37 0.13
O 0.18 -9.84 -0.57
H -1.66 -9.85 -0.78
H -1.03 -9.61 0.92
H -0.80 -7.67 -1.33
H -0.03 -7.38 0.27
H -2.06 -6.70 0.81
H 0.72 -10.12 0.18
C 3.88 -6.42 -5.24
C 4.16 -6.17 -3.77
O 5.54 -5.78 -3.43
O 4.28 -5.25 -6.00
H 2.80 -6.45 -5.30
H 4.43 -7.32 -5.50
H 3.92 -7.10 -3.23
H 3.45 -5.46 -3.34
H 5.76 -5.13 -4.10
H 4.44 -5.58 -6.89
```



No. 3
Here is 11 unconnected molecules or ions with the total composition C26H79N17O11 at a distorted geometry from OMol25. Energies are from ωB97M-V/def2-TZVPD.

spin multiplicity = 1
strongest force on any atom = 1.782 eV/A
HOMO-LUMO gap = 9.33 eV
LUMO level = 0.21 eV
E = -76101.9710 eV
structure (SMILES) = COC[C@H](C)N.COC[C@H](C)N.COC[C@H](C)N.COC[C@H](C)N.COC[C@H](C)N.NC(N)=O.NC(N)=O.NC(N)=O.NC(N)=O.NC(N)=O.NC(N)=O
relative energy (zero: lowest compared OMol25 entry of this formula, charge and spin) = 0.02 kJ/mol
HOMO level = -0.335 Ha

Structure (XYZ):
```
133
C26H79N17O11 ωB97M-V/def2-TZVPD
C -6.79 6.17 6.19
C -5.52 5.66 6.84
C -4.30 6.43 6.33
O -4.14 6.21 4.95
C -3.07 6.94 4.39
N -5.48 5.80 8.29
H -7.71 5.67 6.50
H -6.69 5.97 5.12
H -6.92 7.26 6.20
H -5.45 4.62 6.46
H -3.45 5.98 6.86
H -4.43 7.50 6.53
H -2.14 6.42 4.67
H -3.03 8.00 4.65
H -3.09 6.83 3.30
H -6.06 5.15 8.81
H -4.52 5.66 8.58
C -0.47 8.33 2.25
C 0.89 8.03 2.85
C 1.71 9.29 3.11
O 1.85 10.16 2.01
C 2.47 9.61 0.89
N 0.79 7.21 4.07
H -1.07 9.03 2.83
H -1.07 7.42 2.18
H -0.31 8.72 1.24
H 1.47 7.44 2.13
H 2.72 9.04 3.47
H 1.24 9.88 3.91
H 2.51 10.35 0.09
H 1.95 8.75 0.44
H 3.53 9.35 1.03
H 1.77 7.03 4.29
H 0.38 7.69 4.86
C -4.06 2.40 3.65
C -3.68 2.41 5.13
C -2.87 1.20 5.53
O -2.65 1.18 6.93
C -2.25 -0.12 7.33
N -2.88 3.64 5.34
H -4.22 1.41 3.23
H -3.32 2.98 3.08
H -4.94 3.03 3.50
H -4.61 2.55 5.68
H -1.90 1.25 5.01
H -3.40 0.32 5.15
H -3.07 -0.83 7.29
H -1.91 -0.07 8.37
H -1.34 -0.49 6.83
H -2.72 3.80 6.34
H -3.40 4.46 5.00
C 0.79 2.79 2.23
C 0.84 4.28 1.97
C 1.51 4.68 0.68
O 2.80 4.17 0.55
C 3.17 4.02 -0.80
N -0.54 4.82 1.93
H 0.54 2.63 3.28
H 1.79 2.37 2.18
H 0.05 2.28 1.61
H 1.33 4.78 2.82
H 1.55 5.78 0.60
H 0.82 4.39 -0.13
H 3.05 4.97 -1.32
H 2.60 3.25 -1.33
H 4.21 3.72 -0.90
H -0.96 4.69 2.85
H -0.49 5.84 1.92
C 3.98 1.56 4.61
C 5.15 2.52 4.48
C 5.43 2.91 3.02
O 5.85 1.83 2.23
C 7.17 1.39 2.44
N 4.86 3.77 5.21
H 3.10 2.05 4.19
H 3.77 1.27 5.64
H 4.13 0.65 4.02
H 6.06 2.14 4.95
H 6.08 3.79 3.04
H 4.47 3.20 2.58
H 7.85 1.83 1.70
H 7.23 0.31 2.23
H 7.59 1.48 3.44
H 3.96 3.69 5.69
H 4.65 4.56 4.60
C 3.43 7.90 6.80
O 3.76 8.91 6.21
N 3.37 6.68 6.19
N 3.10 7.89 8.13
H 2.97 5.85 6.63
H 3.59 6.62 5.22
H 2.78 7.08 8.62
H 2.97 8.75 8.62
C 1.00 3.73 6.22
O 2.16 4.14 6.43
N 0.16 4.39 5.38
N 0.56 2.56 6.73
H 0.49 5.28 5.04
H -0.82 4.11 5.28
H -0.36 2.27 6.45
H 1.20 1.95 7.23
C 1.67 -2.95 6.97
O 1.25 -2.98 8.12
N 1.57 -1.82 6.21
N 2.25 -4.06 6.39
H 1.81 -1.87 5.24
H 1.27 -1.01 6.71
H 2.55 -4.04 5.43
H 2.01 -4.93 6.82
C 2.99 1.43 8.79
O 2.23 0.84 8.02
N 3.32 1.01 10.04
N 3.52 2.65 8.43
H 4.15 1.35 10.49
H 2.95 0.11 10.30
H 3.47 2.95 7.47
H 4.15 3.15 9.04
C -3.39 3.27 9.55
O -4.20 2.36 9.49
N -2.38 3.41 8.61
N -3.38 4.26 10.50
H -1.71 4.16 8.62
H -2.32 2.70 7.89
H -4.05 4.18 11.24
H -2.65 4.94 10.49
C 1.42 5.05 10.56
O 1.10 6.12 11.08
N 1.54 3.90 11.30
N 1.69 4.93 9.22
H 1.26 3.92 12.26
H 2.02 3.11 10.91
H 1.51 5.71 8.63
H 1.89 3.98 8.94
```